Entry 1:
Molecular formula: C9H14O
Method: DFT, ωB97M-V/def2-TZVPD

As for the SMILES: Cc1ccc(O)cc1.CC. For the HOMO energy, the calculation gives -8.571 eV. As for the molecular weight: 138.2 g/mol. Its gap between HOMO and LUMO is 0.3449 Ha. For the strongest force on any atom, the calculation gives 6.56 eV/Å. Its total energy is -426.473082 Ha. The lowest unoccupied orbital energy is 0.8154 eV.

CARTESIAN COORDINATES (ANGSTROEM)
C 0.6894 0.6382 1.8898
C 1.2411 0.2172 0.5665
C 0.7054 -0.8717 -0.0413
C 1.3729 -1.4684 -1.1906
C 2.5113 -0.9529 -1.5916
O 3.0277 -1.5981 -2.7294
C 3.1543 0.2943 -1.0242
C 2.3925 0.8927 0.0218
H 0.8332 -0.1023 2.6956
H -0.4198 1.0005 1.8895
H 1.2550 1.6855 2.3003
H -0.1568 -1.4039 0.3567
H 0.9197 -2.3836 -1.6724
H 2.2886 -1.9220 -3.2864
H 4.0553 0.5948 -1.3935
H 2.9304 1.6742 0.6660
C -2.7270 0.8501 0.6054
C -4.0179 0.1767 0.1411
H -2.6572 1.9411 0.5649
H -2.3544 0.5342 1.5957
H -2.2090 0.2481 -0.1324
H -3.7190 -0.6272 -0.5906
H -4.6457 -0.3754 0.8990
H -4.4699 0.9578 -0.5396

natural (NBO) population analysis, charges in e, atoms 1 to 4:
1. C -0.621
2. C -0.087
3. C -0.177
4. C -0.290

=====

Entry 2:
Molecular formula: C25H48FIN5O6S
Method: DFT, ωB97M-V/def2-TZVPD

For the HOMO energy (spin up / spin down), the calculation gives -9.916 / -10.827 eV. As for the molecular weight: 692.7 g/mol. As for the spin multiplicity: 3. Its charge is +1. Its gap between HOMO and LUMO (spin up / spin down) is 0.2124 / 0.2457 Ha. For the strongest force on any atom, the calculation gives 4.44 eV/Å. Its total energy is -2501.912608 Ha. The lowest unoccupied orbital energy (spin up / spin down) is -4.1357 / -4.1412 eV.

CARTESIAN COORDINATES (ANGSTROEM)
C -1.6278 1.0813 0.0284
C -1.1139 -0.3172 -0.3744
N -1.1476 -0.4662 -1.8939
C -1.7299 -1.6513 -2.3244
N -1.0120 -2.6625 -2.9277
C -0.3529 -3.6354 -2.0301
C -1.1794 -3.8445 -0.7828
O -2.3161 -4.2252 -0.8419
I -0.3261 -3.3731 1.1217
N -3.0128 -1.7674 -2.1950
C -3.9041 -0.7381 -1.6599
C -3.9337 0.4897 -2.5869
O -4.4328 1.5285 -2.2582
S 0.3910 -0.1880 -2.5485
O 0.7069 1.1464 -2.2201
O 0.3754 -0.4477 -3.9340
F 1.4335 -1.0535 -1.8166
H -2.4899 1.0145 0.6781
H -0.8540 1.6778 0.4847
H -1.9438 1.6069 -0.8604
H -0.1106 -0.4121 0.0065
H -1.7838 -1.0279 0.0783
H -1.5926 -3.1254 -3.6123
H 0.6738 -3.3854 -1.8133
H -0.3276 -4.5785 -2.5560
H -3.4320 -2.6364 -2.4865
H -4.9108 -1.1283 -1.6671
H -3.6758 -0.4570 -0.6411
H -3.4869 0.3270 -3.5866
C 5.4604 0.1706 -3.0820
C 5.3378 0.4938 -1.5686
C 4.3179 1.6093 -1.3408
C 4.8182 3.0191 -1.6494
C 6.1620 3.2737 -0.9694
C 7.2015 2.2066 -1.3129
N 6.6772 0.8404 -1.0179
O 6.6899 0.6346 0.2551
C 7.6020 2.3417 -2.7931
C 8.4842 2.4580 -0.5306
C 4.7919 -0.7795 -0.9206
H 6.4856 -0.0739 -3.3552
H 4.8622 -0.6999 -3.3498
H 5.1235 0.9907 -3.7166
H 3.9980 1.5927 -0.2931
H 3.4329 1.3924 -1.9404
H 4.8982 3.1688 -2.7295
H 4.0844 3.7477 -1.3005
H 6.5433 4.2558 -1.2533
H 6.0132 3.3048 0.1144
H 8.3047 1.5580 -3.0778
H 8.0915 3.3017 -2.9526
H 6.7627 2.3118 -3.4836
H 8.3167 2.4808 0.5442
H 8.9023 3.4220 -0.8169
H 9.2287 1.6904 -0.7451
H 5.5000 -1.6053 -1.0028
H 3.8689 -1.0800 -1.4120
H 4.5573 -0.6349 0.1333
C -6.1267 0.8417 3.5367
C -5.5540 -0.1372 2.4783
C -5.8241 -1.5898 2.8889
C -4.8945 -2.1346 3.9756
C -3.4337 -1.8623 3.6283
C -3.1698 -0.3855 3.3451
N -4.0958 0.1248 2.2909
O -3.7087 -0.2981 1.1292
C -3.3017 0.4119 4.6546
C -1.7387 -0.1819 2.8904
C -6.3222 0.1442 1.1910
H -5.4831 1.7103 3.6687
H -7.0951 1.2301 3.2286
H -6.2713 0.3720 4.5093
H -5.7244 -2.2319 2.0073
H -6.8606 -1.6753 3.2174
H -5.1461 -1.7031 4.9473
H -5.0513 -3.2094 4.0762
H -2.7853 -2.1953 4.4409
H -3.1603 -2.4614 2.7525
H -3.1730 1.4797 4.4755
H -2.5280 0.0959 5.3533
H -4.2490 0.2662 5.1656
H -1.5294 -0.7857 2.0156
H -1.0310 -0.4753 3.6647
H -1.5493 0.8656 2.6477
H -6.1266 1.1527 0.8233
H -7.3891 0.0535 1.3838
H -6.0779 -0.5647 0.4007

Mulliken population analysis, charges in e, atoms 1 to 4:
1. C -1.566
2. C -0.194
3. N 0.693
4. C -0.824

=====

Entry 3:
Molecular formula: C4H11NO2
Method: DFT, ωB97M-V/def2-TZVPD

As for the SMILES: C[C@@H](N)CC=O.O. For the HOMO energy, the calculation gives -9.021 eV. As for the molecular weight: 105.1 g/mol. Its gap between HOMO and LUMO is 0.3566 Ha. For the strongest force on any atom, the calculation gives 1.19 eV/Å. Its total energy is -364.212627 Ha. The lowest unoccupied orbital energy is 0.6835 eV.

CARTESIAN COORDINATES (ANGSTROEM)
C 0.0854 1.0374 1.0248
C 0.4776 0.7066 -0.4178
N 1.1082 1.8308 -1.1052
C 1.3045 -0.5831 -0.5114
C 0.5750 -1.7152 -1.1727
O 0.4059 -2.8048 -0.6933
H -0.5567 0.2691 1.4535
H -0.4513 1.9877 1.0195
H 0.9876 1.1992 1.6185
H -0.4560 0.5801 -0.9753
H 1.9368 2.3320 -0.8377
H 0.4332 2.3874 -1.5964
H 1.5851 -0.9361 0.4882
H 2.2558 -0.3576 -0.9957
H 0.1164 -1.4907 -2.1610
O -3.0931 0.7597 2.2176
H -4.0442 0.6396 2.3397
H -3.0461 1.6258 1.8042

natural (NBO) population analysis, charges in e, atoms 1 to 4:
1. C -0.614
2. C -0.032
3. N -0.884
4. C -0.536

=====

Entry 4:
Molecular formula: C30H36CrF5Ge2N4SSe
Method: DFT, ωB97M-V/def2-TZVPD

For the HOMO energy (spin up / spin down), the calculation gives -13.207 / -13.213 eV. As for the molecular weight: 855.9 g/mol. As for the spin multiplicity: 4. Its charge is +2. Its gap between HOMO and LUMO (spin up / spin down) is 0.2105 / 0.2159 Ha. For the strongest force on any atom, the calculation gives 0.62 eV/Å. Its total energy is -9880.423854 Ha. The lowest unoccupied orbital energy (spin up / spin down) is -7.4783 / -7.3387 eV.

CARTESIAN COORDINATES (ANGSTROEM)
Cr 1.2505 0.0500 1.3084
C -0.2294 0.7122 5.3455
C 0.1418 0.8527 3.9135
N 0.3625 -0.1678 3.1503
N 0.6584 -1.3849 3.7704
C 1.9900 -1.6241 3.8126
N 2.4445 -2.6798 4.4562
S 3.0433 -0.5024 3.0396
C 0.5365 2.1446 3.3197
C 0.3873 3.3537 3.9694
C 1.0394 4.4763 3.4678
C 1.8129 4.3461 2.3316
C 1.8786 3.1053 1.7065
N 1.2619 2.0305 2.1823
H 0.6587 0.4183 5.9135
H -0.9910 -0.0549 5.4785
H -0.6019 1.6405 5.7662
H -0.0524 -1.9299 4.2346
H 1.8378 -3.3619 4.8860
H 3.4249 -2.9048 4.3858
H -0.2106 3.4341 4.8647
H 0.9468 5.4286 3.9703
H 2.3566 5.1834 1.9192
H 2.4550 2.9737 0.7981
C -2.7793 -0.7540 1.8533
C -2.5450 0.7500 1.7535
Ge -1.3228 1.3643 0.3370
C -1.0297 3.3079 0.5435
C -2.2105 4.0828 -0.0484
C -1.9556 1.2977 -1.5130
C -1.0157 0.8222 -2.3378
Ge 0.1177 -0.2915 -1.2139
C -0.8994 -1.9663 -1.0827
C -1.2873 -2.5260 -2.4543
C 2.0228 0.3275 -1.1155
C 2.0997 1.6797 -1.8324
C -0.9335 0.8390 -3.8044
C 0.0392 0.0797 -4.4535
C 0.1285 0.0575 -5.8354
C -0.7592 0.8120 -6.5885
C -1.7258 1.5839 -5.9558
C -1.8121 1.6028 -4.5750
H -3.4117 -0.9963 2.7078
H -1.8396 -1.3063 1.9572
H -3.2867 -1.1329 0.9665
H -2.1976 1.1639 2.7035
H -3.4857 1.2678 1.5450
H -0.1060 3.6053 0.0489
H -0.9348 3.5411 1.6031
H -2.1129 5.1459 0.1729
H -3.1660 3.7524 0.3623
H -2.2552 3.9762 -1.1303
H -2.8535 1.8007 -1.8644
H -1.7943 -1.6053 -0.5696
H -0.4377 -2.7009 -0.4424
H -1.8239 -1.7862 -3.0474
H -1.9442 -3.3870 -2.3277
H -0.4225 -2.8482 -3.0343
H 2.6740 -0.4257 -1.5559
H 2.5093 0.4453 -0.1135
H 1.8093 1.5847 -2.8779
H 3.1157 2.0752 -1.8047
H 1.4287 2.4137 -1.3811
H 0.7428 -0.5144 -3.8695
H 0.8854 -0.5412 -6.3223
H -0.6959 0.8046 -7.6675
H -2.4134 2.1752 -6.5441
H -2.5646 2.2125 -4.0925
F 0.4167 -6.9080 -2.6578
C 0.7809 -5.8893 -1.9077
C 1.3837 -4.7851 -2.4903
F 1.5775 -4.7477 -3.8000
C 1.7500 -3.7173 -1.6955
F 2.2869 -2.6499 -2.2943
C 1.5381 -3.7067 -0.3228
Se 2.2058 -2.3461 0.8312
C 0.9252 -4.8277 0.2319
F 0.6669 -4.8764 1.5414
C 0.5496 -5.9120 -0.5401
F -0.0344 -6.9626 0.0143

Mulliken population analysis, charges in e, atoms 1 to 4:
1. Cr 0.032
2. C -1.782
3. C -0.344
4. N 0.703

=====

Entry 5:
Molecular formula: C31H31F7N2O24
Method: DFT, ωB97M-V/def2-TZVPD

As for the SMILES: Nc1c(CCO)ccc2c1C(=O)NC2=O.O=C1OC[C@@H](F)O1.O=C1OC[C@@H](F)O1.O=C1OC[C@@H](F)O1.O=C1OC[C@@H](F)O1.O=C1OC[C@@H](F)O1.O=C1OC[C@@H](F)O1.O=C1OC[C@@H](F)O1. For the HOMO energy, the calculation gives -9.129 eV. As for the molecular weight: 948.6 g/mol. Its gap between HOMO and LUMO is 0.2801 Ha. For the strongest force on any atom, the calculation gives 4.78 eV/Å. Its total energy is -3814.178835 Ha. The lowest unoccupied orbital energy is -1.5073 eV.

CARTESIAN COORDINATES (ANGSTROEM)
N -3.7867 1.2358 -2.2105
C -3.2917 2.4853 -2.8038
C -4.2688 3.5742 -3.3090
C -5.8618 3.5098 -3.2719
C -6.4848 2.7833 -1.9892
O -7.9420 2.9479 -2.0846
C -3.6170 4.8526 -3.9473
C -2.0872 5.0246 -4.0890
C -1.1095 3.9417 -3.5976
C -1.7723 2.6890 -2.9482
C -0.5387 1.7928 -2.5306
O -0.4913 0.7029 -1.8897
N 0.6726 2.5010 -3.0050
C 0.4715 3.8275 -3.6399
O 1.3394 4.5992 -4.1122
H -4.2100 1.5063 -1.2970
H -2.9284 0.7152 -1.9348
H -6.2066 3.0917 -4.2766
H -6.2306 4.6059 -3.2316
H -6.0679 3.1388 -0.9892
H -6.3012 1.6437 -2.0640
H -8.1220 3.0797 -3.0481
H -4.3094 5.6848 -4.3197
H -1.6480 5.9616 -4.5902
H 1.4824 2.4776 -2.3705
O 2.6181 -0.5196 2.4331
C 2.4420 -0.8826 1.3052
O 3.1549 -0.4299 0.2376
C 2.7371 -1.1965 -0.8851
C 1.3787 -1.6583 -0.4693
F 1.0953 -2.8749 -0.9967
O 1.4995 -1.7934 0.9342
H 3.4359 -2.0227 -1.0394
H 2.7105 -0.5866 -1.7892
H 0.5741 -0.9561 -0.7034
O 8.3368 -2.3632 -2.5072
C 7.5821 -2.9123 -1.7623
O 7.9367 -3.4142 -0.5454
C 6.7395 -3.8598 0.0766
C 5.8396 -4.0953 -1.0949
F 4.5443 -3.8519 -0.7720
O 6.2603 -3.1219 -2.0273
H 6.3653 -3.0794 0.7455
H 6.9129 -4.7663 0.6580
H 5.9296 -5.0914 -1.5376
O -3.9707 1.0160 0.9457
C -3.9230 -0.1723 1.0867
O -2.8672 -0.9441 0.7061
C -3.1401 -2.2619 1.1627
C -4.6307 -2.2551 1.2834
F -5.0415 -3.0663 2.2861
O -4.9191 -0.9176 1.6392
H -2.6402 -2.4249 2.1216
H -2.7829 -3.0065 0.4501
H -5.1583 -2.5116 0.3601
O 4.5037 -4.8680 5.5619
C 3.5816 -4.1112 5.4758
O 3.3811 -3.2662 4.4276
C 2.1215 -2.6425 4.6412
C 1.9494 -2.7672 6.1207
F 0.6406 -2.8904 6.4504
O 2.6054 -3.9846 6.4209
H 1.3510 -3.1792 4.0803
H 2.1366 -1.6046 4.3097
H 2.4012 -1.9542 6.6964
O 3.5533 -4.3178 12.6909
C 3.3724 -4.6742 11.5643
O 4.0787 -4.2138 10.4933
C 3.6557 -4.9746 9.3694
C 2.2999 -5.4427 9.7912
F 2.0156 -6.6555 9.2586
O 2.4292 -5.5855 11.1913
H 4.3550 -5.7992 9.2057
H 3.6224 -4.3605 8.4703
H 1.4912 -4.7411 9.5661
O 5.0447 7.2043 0.8200
C 4.5530 6.5220 -0.0288
O 4.1144 6.9926 -1.2304
C 3.7279 5.8587 -1.9949
C 3.4429 4.8411 -0.9371
F 3.7288 3.5886 -1.3744
O 4.3538 5.1777 0.0884
H 4.5521 5.5657 -2.6514
H 2.8526 6.0778 -2.6077
H 2.4213 4.8722 -0.5465
O -3.3318 1.5006 -7.3403
C -4.5196 1.3820 -7.3548
O -5.1958 0.5525 -8.1991
C -6.5612 0.6012 -7.8117
C -6.6487 1.9207 -7.1126
F -7.5704 1.8848 -6.1178
O -5.3682 2.0657 -6.5335
H -6.7815 -0.2415 -7.1502
H -7.2181 0.5457 -8.6809
H -6.8509 2.7681 -7.7743

Mulliken population analysis, charges in e, atoms 1 to 4:
1. N -0.559
2. C 0.756
3. C 0.588
4. C -0.183